Density functional theory data (ωB97M-V/def2-TZVPD) for C39H60CaN2O8P2Si2 as an isolated structure.

Relative energy (zero: lowest compared OMol25 entry of this formula, charge and spin) = 2.345 eV
Highest occupied orbital energy = 0.32 eV

ORCA input file:
```
! RIJCOSX wB97M-V def2-TZVPD def2/J DEFGRID3
* xyz -2 1
Ca 0.71 -0.24 -0.35
O 1.79 -0.85 1.68
C 1.74 -0.50 2.91
C 2.63 -1.06 3.87
C 2.61 -0.68 5.19
C 1.70 0.27 5.67
C 0.81 0.83 4.77
C 0.81 0.46 3.43
C -0.17 0.99 2.49
N -1.13 1.79 2.70
C -1.95 1.99 1.51
C -2.55 0.70 0.92
N -2.00 0.26 -0.37
C -2.86 0.23 -1.33
C -2.74 -0.32 -2.69
C -3.89 -0.12 -3.48
C -4.03 -0.68 -4.73
C -3.00 -1.48 -5.21
C -1.85 -1.70 -4.46
C -1.68 -1.13 -3.18
O -0.58 -1.31 -2.45
H 3.35 -1.79 3.50
H 3.33 -1.13 5.87
H 1.70 0.57 6.71
H 0.08 1.56 5.09
H -0.03 0.53 1.51
H -1.32 2.45 0.73
H -2.76 2.68 1.76
H -3.64 0.79 0.83
H -2.34 -0.13 1.62
H -3.89 0.61 -1.14
H -4.68 0.49 -3.07
H -4.92 -0.49 -5.32
H -3.08 -1.94 -6.19
H -1.05 -2.30 -4.85
C 1.32 -4.76 -5.00
C 1.86 -3.39 -4.62
C 2.19 -2.53 -5.83
O 0.86 -2.69 -3.88
P 0.62 -2.81 -2.30
O 1.42 -1.93 -1.39
C -0.89 -3.77 -1.88
P -1.33 -3.67 -0.14
O -0.98 -2.41 0.52
O -0.75 -4.96 0.58
C -1.15 -6.29 0.19
C 0.08 -7.03 -0.28
C -1.82 -6.92 1.39
O -2.90 -4.00 -0.13
C -3.78 -2.96 -0.63
C -4.37 -2.23 0.56
C -4.81 -3.62 -1.52
O 1.53 -4.24 -2.07
C 2.86 -4.19 -1.55
C 2.86 -4.30 -0.03
C 3.62 -5.35 -2.19
H 2.07 -5.30 -5.57
H 0.43 -4.65 -5.62
H 1.06 -5.34 -4.11
H 2.75 -3.50 -4.00
H 1.31 -2.41 -6.47
H 2.98 -2.99 -6.41
H 2.52 -1.55 -5.51
H -0.70 -4.81 -2.13
H -1.75 -3.41 -2.46
H -1.87 -6.21 -0.63
H 0.78 -7.16 0.54
H 0.58 -6.47 -1.07
H -0.20 -8.02 -0.66
H -1.13 -6.94 2.23
H -2.12 -7.95 1.16
H -2.70 -6.36 1.68
H -3.18 -2.27 -1.22
H -4.98 -2.91 1.15
H -4.99 -1.41 0.21
H -3.57 -1.84 1.18
H -5.35 -4.39 -0.97
H -4.33 -4.09 -2.38
H -5.52 -2.89 -1.88
H 3.33 -3.24 -1.83
H 2.36 -5.22 0.27
H 2.37 -3.46 0.44
H 3.89 -4.34 0.33
H 3.16 -6.30 -1.91
H 4.65 -5.36 -1.85
H 3.61 -5.28 -3.28
C 4.77 0.24 -0.69
Si 3.15 0.80 -1.60
C 3.61 0.15 -3.38
C 3.39 2.69 -1.80
C 4.52 3.28 -2.37
C 4.64 4.64 -2.55
C 3.59 5.46 -2.14
C 2.46 4.90 -1.57
C 2.33 3.52 -1.38
Si 0.74 2.75 -0.52
C 0.37 4.15 0.79
C -0.59 3.23 -1.85
H 5.67 0.36 -1.30
H 4.69 -0.81 -0.40
H 4.90 0.80 0.23
H 4.57 0.52 -3.75
H 2.84 0.40 -4.10
H 3.67 -0.94 -3.34
H 5.34 2.64 -2.69
H 5.53 5.07 -2.99
H 3.65 6.54 -2.28
H 1.66 5.55 -1.26
H 0.01 5.07 0.34
H 1.29 4.39 1.34
H -0.37 3.83 1.54
H -0.49 4.26 -2.20
H -1.60 3.12 -1.43
H -0.54 2.58 -2.72
*
```

Density functional theory data (ωB97M-V/def2-TZVPD) for C23H16Cl2N2O2W as an isolated structure.

Relative energy (zero: lowest compared OMol25 entry of this formula, charge and spin) = 0.000 eV
Highest occupied orbital energy = -7.94 eV

ORCA input file:
```
! RIJCOSX wB97M-V def2-TZVPD def2/J DEFGRID3
* xyz 0 1
W 0.43 0.97 -0.56
C 4.49 -0.48 -1.64
C 4.96 -0.81 -0.37
C 4.12 -0.72 0.72
C 2.80 -0.30 0.55
C 2.32 0.06 -0.72
C 3.19 -0.03 -1.80
C 1.83 -0.29 1.66
C 2.17 -0.63 2.99
C 1.21 -0.68 3.95
C -0.14 -0.40 3.61
C -1.19 -0.46 4.55
C -2.47 -0.17 4.18
C -2.75 0.19 2.85
C -1.75 0.26 1.91
C -0.42 -0.03 2.28
N 0.58 0.03 1.34
H 5.15 -0.56 -2.49
H 5.98 -1.14 -0.24
H 4.51 -0.98 1.70
H 2.85 0.27 -2.79
H 3.20 -0.85 3.24
H 1.45 -0.94 4.97
H -0.96 -0.74 5.57
H -3.27 -0.21 4.90
H -3.77 0.42 2.56
H -1.97 0.53 0.89
N -0.69 -0.07 -1.45
C -1.62 -0.72 -2.24
C -2.95 -0.30 -2.30
C -3.86 -0.97 -3.09
C -3.46 -2.07 -3.84
C -2.14 -2.49 -3.78
C -1.22 -1.83 -2.99
H -3.25 0.57 -1.72
H -4.89 -0.63 -3.14
H -4.18 -2.59 -4.46
H -1.83 -3.35 -4.36
H -0.19 -2.15 -2.94
Cl -0.54 5.49 -0.92
C -0.78 3.78 -1.36
Cl -2.33 3.20 -0.68
C 0.37 2.94 -0.87
O 1.31 2.46 -1.67
O 0.53 2.73 0.45
H -0.84 3.71 -2.44
*
```

Density functional theory data (ωB97M-V/def2-TZVPD) for an isolated molecule of C23H32N4O2.

Relative energy (zero: lowest compared OMol25 entry of this formula, charge and spin) = 0.216 eV
Highest occupied orbital energy = -7.18 eV

ORCA input file:
```
! RIJCOSX wB97M-V def2-TZVPD def2/J DEFGRID3
* xyz 0 1
C -6.12 -3.20 0.45
C -6.72 -2.26 -0.60
C -5.76 -1.95 -1.74
C -4.49 -1.22 -1.29
N -4.79 0.02 -0.61
C -4.50 0.23 0.68
O -3.96 -0.59 1.40
C -4.88 1.61 1.20
C -4.16 2.74 0.46
C -2.68 2.52 0.14
O -2.18 3.06 -0.83
N -2.01 1.73 1.02
C -0.67 1.33 0.97
C -0.30 0.26 1.80
C 1.00 -0.18 1.83
C 1.98 0.44 1.04
N 3.24 -0.04 1.11
C 4.19 0.52 0.38
N 5.46 0.04 0.56
C 5.63 -1.17 1.34
C 5.65 -2.40 0.43
C 6.74 -2.26 -0.62
C 6.57 -0.94 -1.39
C 6.53 0.22 -0.39
C 3.90 1.61 -0.49
C 2.64 2.11 -0.59
C 2.33 3.25 -1.50
C 1.61 1.52 0.20
C 0.27 1.95 0.18
H -6.88 -3.49 1.17
H -5.31 -2.71 0.99
H -5.73 -4.10 -0.02
H -7.62 -2.73 -1.02
H -7.03 -1.34 -0.12
H -5.46 -2.87 -2.24
H -6.28 -1.33 -2.48
H -3.86 -1.01 -2.16
H -3.93 -1.83 -0.59
H -5.25 0.74 -1.14
H -5.96 1.75 1.09
H -4.66 1.64 2.27
H -4.64 2.95 -0.50
H -4.22 3.66 1.05
H -2.55 1.24 1.72
H -1.06 -0.23 2.40
H 1.29 -1.01 2.46
H 4.81 -1.22 2.05
H 6.58 -1.08 1.88
H 5.81 -3.30 1.03
H 4.67 -2.48 -0.06
H 6.71 -3.10 -1.32
H 7.72 -2.26 -0.13
H 7.39 -0.80 -2.09
H 5.63 -0.97 -1.95
H 6.42 1.17 -0.92
H 7.47 0.25 0.17
H 4.69 2.06 -1.08
H 3.22 3.56 -2.04
H 1.56 2.97 -2.22
H 1.96 4.10 -0.93
H -0.02 2.77 -0.45
*
```

Computed strongest force on any atom, in the same sequence as the records: 1.8 1.4 0.7 eV Å⁻¹.
Computed energy, in the same sequence as the records: -4173.12956 -2133.57116 -1265.21426 Eh.